No. 1
This record from the OMol25 dataset describes an isolated molecule of C4H7NO2S. The level of theory is ωB97M-V/def2-TZVPD.

```
15
Properties=species:S:1:pos:R:3:lowdin_charge:R:1
C 2.45134 -0.89549 -2.15439 -0.063
C 0.94474 -0.65562 -2.31177 -0.252
C -0.06848 -0.98396 0.99362 -0.071
C -0.70744 0.28059 1.53853 -0.743
H 2.89220 -1.26589 -3.04375 0.058
H 2.58776 -1.56956 -1.31470 0.066
H 2.93748 0.07598 -1.92286 0.087
H 0.66553 0.13217 -2.99699 0.114
H 0.41151 -1.58626 -2.62440 0.124
H 0.07139 -1.74541 1.70639 0.105
H -1.54274 1.07950 -0.51747 -0.144
N 0.25433 -1.26437 -0.22358 0.058
O 0.30337 -0.23820 -1.12509 -0.191
O -0.66106 0.38565 2.76534 -0.032
S -1.41643 1.62983 0.67256 0.883
```

The net charge is 0. The value obtained for the LUMO energy is -0.16 eV. The value obtained for the HOMO energy is -9.9 eV. Its spin multiplicity is 1. The calculation puts the energy relative to the best compared isomer or geometry (same formula, charge and spin) at 79.1 kcal/mol. Its energy is -20679.306 eV.


No. 2
This record from the OMol25 dataset describes an isolated molecule of C4H7NS3. The level of theory is ωB97M-V/def2-TZVPD.

```
15
Properties=species:S:1:pos:R:3:lowdin_charge:R:1
C 2.91603 -0.18097 -0.56867 -0.482
C 0.12415 0.00575 0.22819 -0.802
C -2.22679 -0.59937 0.68146 -0.428
C -1.14510 0.69583 0.68028 -0.643
H 3.29652 -1.32808 -0.23913 0.091
H 3.87247 0.68660 -0.91044 0.127
H 2.16729 -0.17777 -1.48632 0.036
H -3.12396 -0.27642 0.05382 0.041
H -2.76143 -0.95710 1.77052 0.131
H -1.11045 1.13420 1.60870 0.037
H -0.85812 1.55322 -1.63421 0.016
N 0.14914 -1.19753 -0.18035 -0.351
S 1.78492 0.53216 0.66319 0.783
S -1.38239 -2.01695 -0.25767 0.802
S -1.70227 2.12642 -0.40937 0.642
```

The net charge is 0. The value obtained for the LUMO energy is 0.21 eV. The value obtained for the HOMO energy is -8.2 eV. Its spin multiplicity is 1. The calculation puts the energy relative to the best compared isomer or geometry (same formula, charge and spin) at 85.7 kcal/mol. Its energy is -38253.412 eV.


No. 3
This record from the OMol25 dataset describes an isolated molecule of C2H4Cl2O. The level of theory is ωB97M-V/def2-TZVPD.

```
9
Properties=species:S:1:pos:R:3:lowdin_charge:R:1
C -0.42011 0.60131 0.14386 -0.444
C 0.30899 -0.69538 0.12769 -1.156
H 0.29112 0.49140 -1.50647 0.056
H 0.20978 1.24536 0.67315 0.063
H -1.55459 0.39665 0.42666 0.173
H -0.41066 -1.49399 0.13640 0.063
O -0.56890 1.06014 -1.18064 -0.137
Cl 0.60694 -0.71701 2.01171 0.508
Cl 1.53744 -0.88849 -0.83236 0.873
```

The net charge is 0. The value obtained for the LUMO energy is 0.65 eV. The value obtained for the HOMO energy is -10.5 eV. Its spin multiplicity is 1. The calculation puts the energy relative to the best compared isomer or geometry (same formula, charge and spin) at 46.1 kcal/mol. Its energy is -29229.095 eV.